[1]
{"formula": "C30H62B3ClF9O11PS", "method": "ωB97M-V with the def2-TZVPD basis set", "homo_energy_ev": -8.8079, "gap_ev": 7.65, "lumo_energy_ev": -1.16, "symbols": ["C", "O", "C", "C", "C", "C", "C", "C", "C", "C", "C", "C", "C", "B", "O", "B", "C", "C", "C", "C", "C", "F", "F", "C", "F", "F", "S", "F", "F", "F", "F", "F", "O", "B", "P", "O", "Cl", "O", "H", "H", "H", "H", "H", "H", "H", "H", "H", "H", "H", "H", "H", "H", "H", "H", "H", "H", "H", "H", "H", "H", "H", "H", "H", "H", "H", "H", "H", "H", "H", "H", "H", "H", "C", "O", "C", "C", "O", "C", "C", "O", "C", "H", "H", "H", "H", "H", "H", "H", "H", "H", "H", "H", "H", "H", "H", "C", "O", "C", "C", "O", "C", "C", "O", "C", "H", "H", "H", "H", "H", "H", "H", "H", "H", "H", "H", "H", "H", "H"], "coordinates": [[5.42809, -1.54267, -0.68118], [5.13900, -0.52197, 0.31707], [5.27677, 0.77744, -0.31722], [4.52201, 1.91725, 0.52752], [2.93071, 1.92477, 0.26227], [2.69863, 2.81845, -1.06206], [2.73677, 4.38578, -0.69138], [1.30357, 4.85486, -0.10091], [0.40335, 5.49298, -1.24277], [-1.00376, 6.04541, -0.69369], [-1.84372, 4.76177, -0.22660], [-2.96846, 4.47796, -1.35071], [-3.21474, 2.89038, -1.36508], [-4.76682, 2.45986, -1.40327], [-5.28846, 1.91956, -2.65591], [-5.55914, 0.53582, -2.30058], [-4.74412, -0.60317, -3.09652], [-4.73306, -2.04373, -2.39971], [-3.27974, -2.37276, -1.74620], [-3.36513, -1.89112, -0.23076], [-1.95924, -1.52000, 0.42394], [-1.08240, -2.63323, 0.51575], [-1.32194, -0.67713, -0.54810], [-2.02271, -0.64174, 1.74030], [-2.59537, 0.59659, 1.37178], [-0.70183, -0.38488, 2.16407], [-2.98317, -1.31257, 3.18585], [-2.95011, -2.87283, 2.66314], [-4.45884, -0.98518, 2.52114], [-3.01074, 0.23484, 3.84180], [-1.54845, -1.54832, 4.02366], [-3.76770, -1.83931, 4.54368], [-6.54128, 0.32651, -1.27294], [-6.73494, 1.53174, -0.48750], [-8.44830, 1.93024, 0.35343], [-8.58958, 0.93536, 1.75941], [-8.39093, 3.90499, 1.16120], [-5.68334, 2.51275, -0.29784], [6.14692, -1.14614, -1.46657], [4.46302, -1.89563, -1.17068], [5.88027, -2.43045, -0.14180], [6.37759, 1.05892, -0.36063], [4.86059, 0.77022, -1.37536], [4.93437, 2.90594, 0.15722], [4.76389, 1.79810, 1.62771], [2.40280, 2.36517, 1.16519], [2.60525, 0.84236, 0.10210], [1.71863, 2.51188, -1.55442], [3.59930, 2.61222, -1.73791], [3.48244, 4.52805, 0.15885], [3.02434, 5.00588, -1.59918], [1.44906, 5.58327, 0.76271], [0.84484, 3.91104, 0.34987], [0.16292, 4.76279, -2.07812], [0.96055, 6.38271, -1.68471], [-0.88683, 6.78700, 0.15620], [-1.60153, 6.56364, -1.51264], [-1.19756, 3.81910, -0.21221], [-2.32603, 4.88119, 0.79145], [-2.58001, 4.78209, -2.36860], [-3.93537, 5.04462, -1.11302], [-2.73159, 2.49625, -2.32559], [-2.68437, 2.33952, -0.51102], [-3.67962, -0.19914, -3.23839], [-5.19339, -0.73006, -4.13425], [-5.02282, -2.87297, -3.11546], [-5.45678, -1.97748, -1.51127], [-2.53051, -1.81735, -2.38618], [-3.08105, -3.49366, -1.86421], [-4.02215, -0.96858, -0.13933], [-3.87726, -2.73761, 0.34713], [-8.93759, 1.49592, 2.48730], [4.64812, -0.28854, 3.92125], [3.24013, -0.13804, 4.01225], [2.48079, -1.17087, 3.40245], [1.62831, -2.00978, 4.36474], [2.24999, -2.68133, 5.45243], [2.98035, -1.91484, 6.39797], [2.26517, -0.80840, 7.18664], [1.63234, 0.18282, 6.39239], [0.21832, 0.21692, 6.48526], [5.04473, 0.47020, 3.24184], [5.08417, -0.10305, 4.90649], [4.95191, -1.28159, 3.58450], [3.11034, -1.82169, 2.78533], [1.78155, -0.67317, 2.72124], [1.16890, -2.80039, 3.76116], [0.78106, -1.43798, 4.73723], [3.88638, -1.53802, 5.92936], [3.34602, -2.63521, 7.13784], [3.03282, -0.29083, 7.77105], [1.56634, -1.25033, 7.90419], [-0.20057, -0.69157, 6.92912], [-0.19115, 0.33122, 5.47763], [-0.08833, 1.08938, 7.06752], [0.62618, -1.80409, -2.14384], [0.89208, -1.80715, -3.53883], [2.25823, -1.67515, -3.89613], [2.86462, -2.89150, -4.60905], [2.82742, -4.16535, -3.97965], [1.56789, -4.71306, -3.61824], [0.51187, -4.96439, -4.70438], [0.15388, -3.82508, -5.47121], [0.51318, -3.88424, -6.84086], [0.11716, -0.87984, -1.88047], [-0.05518, -2.62785, -1.91728], [1.52716, -1.91719, -1.53614], [2.87468, -1.39248, -3.03491], [2.30855, -0.84132, -4.60503], [3.92830, -2.66942, -4.74938], [2.47972, -2.98329, -5.62224], [1.15184, -4.13811, -2.79422], [1.79131, -5.68860, -3.17298], [-0.39896, -5.28742, -4.18973], [0.82342, -5.79473, -5.34615], [1.25349, -4.66184, -7.05286], [0.93374, -2.91699, -7.12935], [-0.38149, -4.04934, -7.44619]], "lowdin_charge": [-0.11, -0.23, -0.23, -0.16, -0.19, -0.21, -0.20, -0.21, -0.22, -0.20, -0.20, -0.18, -0.07, -0.45, 0.20, -0.45, -0.05, -0.18, -0.16, -0.08, -0.31, 0.07, 0.01, -0.33, 0.07, 0.07, 0.97, -0.15, -0.15, -0.17, -0.19, -0.15, 0.18, -0.57, 0.67, -0.40, 0.15, 0.16, 0.09, 0.08, 0.10, 0.13, 0.11, 0.10, 0.10, 0.11, 0.11, 0.11, 0.10, 0.10, 0.11, 0.12, 0.09, 0.12, 0.11, 0.11, 0.10, 0.09, 0.12, 0.11, 0.12, 0.12, 0.10, 0.13, 0.13, 0.11, 0.11, 0.10, 0.12, 0.13, 0.14, 0.04, -0.10, -0.19, -0.17, -0.18, -0.11, -0.18, -0.18, -0.19, -0.10, 0.06, 0.08, 0.09, 0.12, 0.11, 0.13, 0.08, 0.09, 0.13, 0.12, 0.12, 0.09, 0.07, 0.09, -0.10, -0.18, -0.18, -0.17, -0.12, -0.17, -0.18, -0.19, -0.11, 0.07, 0.07, 0.09, 0.10, 0.13, 0.13, 0.09, 0.09, 0.13, 0.12, 0.12, 0.09, 0.08, 0.09]}


[2]
{"formula": "C30H62N5O7", "method": "ωB97M-V with the def2-TZVPD basis set", "homo_energy_ev": [-10.9599, -12.1639], "spin_multiplicity": 2, "s_squared": 0.76, "charge": 2, "gap_ev": [2.53, 3.73], "lumo_energy_ev": [-8.43, -8.43], "symbols": ["N", "O", "O", "O", "C", "C", "O", "N", "H", "H", "C", "H", "H", "H", "H", "H", "H", "C", "C", "C", "C", "C", "C", "N", "O", "C", "C", "C", "H", "H", "H", "H", "H", "H", "H", "H", "H", "H", "H", "H", "H", "H", "H", "H", "H", "H", "C", "C", "C", "C", "C", "C", "N", "O", "C", "C", "C", "H", "H", "H", "H", "H", "H", "H", "H", "H", "H", "H", "H", "H", "H", "H", "H", "H", "H", "C", "C", "C", "C", "C", "C", "N", "O", "C", "C", "C", "H", "H", "H", "H", "H", "H", "H", "H", "H", "H", "H", "H", "H", "H", "H", "H", "H", "H"], "coordinates": [[-1.80413, -0.91201, -1.07356], [-2.96252, -0.77222, -0.73563], [-1.54680, -1.17775, -2.26254], [-0.95741, -0.90447, -0.15485], [-5.37807, -4.48640, 1.13399], [-3.99405, -5.03846, 0.84867], [-3.69201, -5.31165, -0.29503], [-2.94194, -4.98682, 1.95210], [-3.43272, -5.08370, 2.82951], [-2.39389, -5.81594, 1.77236], [-1.98412, -3.79640, 1.71358], [-5.43874, -3.42185, 1.36019], [-5.74052, -5.04358, 1.99786], [-6.10540, -4.72002, 0.35649], [-2.36051, -2.77388, 1.68396], [-1.46511, -3.89724, 0.76040], [-1.21889, -3.84411, 2.48833], [1.08604, -3.76240, -1.87111], [2.36743, -3.07611, -2.22566], [3.47187, -3.37838, -1.17554], [4.92106, -3.15524, -1.64874], [5.14604, -2.96980, -3.13370], [4.15521, -3.89012, -3.88105], [2.75181, -3.48181, -3.58117], [1.80677, -3.60996, -4.63472], [4.22843, -5.39345, -3.53403], [4.37312, -3.66816, -5.37466], [1.99899, -1.50653, -2.19241], [0.28565, -3.35262, -2.48719], [0.74342, -3.43723, -0.88878], [1.11062, -4.85208, -1.88142], [3.39939, -4.37416, -0.73821], [3.16137, -2.82789, -0.28748], [5.52765, -3.92772, -1.17606], [5.26633, -2.22608, -1.19536], [6.18948, -3.28151, -3.18019], [5.03138, -1.93169, -3.44561], [5.25264, -5.74021, -3.67135], [3.63087, -6.02791, -4.18861], [4.04720, -5.58224, -2.47591], [5.37525, -3.91844, -5.72279], [4.31388, -2.64912, -5.75695], [3.71413, -4.31223, -5.95691], [1.57153, -1.34664, -1.20255], [1.47816, -1.26587, -3.11919], [2.86675, -0.88518, -2.41376], [-4.37369, -0.43896, 2.14588], [-4.29444, 1.15929, 2.23733], [-2.89915, 1.64910, 2.70514], [-2.55594, 3.05157, 2.47553], [-2.71427, 3.48221, 1.01241], [-4.07805, 3.08528, 0.35204], [-4.47864, 1.69183, 0.76091], [-5.54842, 1.22293, 0.09554], [-3.94745, 3.18372, -1.17029], [-5.23587, 4.19419, 0.72951], [-5.46267, 1.76328, 3.10079], [-5.25569, -0.68632, 1.55513], [-4.50523, -0.81548, 3.16029], [-3.46157, -0.86408, 1.72705], [-2.11800, 1.11193, 2.16722], [-2.69341, 1.25693, 3.70112], [-1.69234, 3.45984, 3.00052], [-3.23588, 3.55588, 3.16216], [-1.79486, 3.08656, 0.58085], [-2.53149, 4.50239, 0.67488], [-3.21707, 3.91697, -1.51231], [-4.88142, 3.09876, -1.72579], [-3.49965, 2.22833, -1.44379], [-5.02857, 5.23848, 0.49584], [-5.42259, 4.16542, 1.80302], [-6.17860, 3.91482, 0.25908], [-6.45656, 1.75934, 2.65327], [-5.19436, 2.76431, 3.43851], [-5.44418, 1.23941, 4.05646], [2.35715, 5.64370, 2.07108], [2.69900, 4.14406, 1.90382], [1.36439, 3.47219, 2.34699], [1.38090, 2.03595, 1.85363], [1.37004, 2.02082, 0.27584], [2.58854, 2.79637, -0.33601], [2.95119, 4.02198, 0.44571], [3.79494, 4.89984, -0.13189], [2.14880, 3.13684, -1.78138], [3.75879, 1.81219, -0.29588], [3.92942, 3.72502, 2.68583], [3.08952, 6.38435, 1.74987], [2.14716, 5.83727, 3.12299], [1.39519, 6.03641, 1.74168], [0.55705, 4.02150, 1.86267], [1.34437, 3.41912, 3.43551], [0.48477, 1.56822, 2.26141], [2.17616, 1.33951, 2.11941], [0.44402, 2.40022, -0.15620], [1.31939, 0.96416, 0.01316], [1.63438, 4.09672, -1.82707], [1.42185, 2.46425, -2.23665], [2.94737, 3.24185, -2.51579], [3.54221, 0.93057, -0.89915], [4.00184, 1.33922, 0.65561], [4.72455, 2.18469, -0.63742], [3.67365, 4.09172, 3.67991], [4.85128, 4.12299, 2.26169], [4.24622, 2.68804, 2.79724]], "lowdin_spin": [0.00, 0.00, 0.00, 0.00, 0.00, 0.00, 0.00, 0.00, 0.00, 0.00, 0.00, 0.00, 0.00, 0.00, 0.00, 0.00, 0.00, 0.01, 0.02, 0.00, 0.00, 0.00, 0.02, 0.39, 0.51, 0.02, 0.00, 0.02, 0.00, 0.00, 0.00, 0.00, 0.00, 0.00, 0.00, 0.00, 0.00, 0.00, 0.00, 0.00, 0.00, 0.00, 0.00, 0.00, 0.00, 0.00, 0.00, 0.00, 0.00, 0.00, 0.00, 0.00, 0.00, 0.00, 0.00, 0.00, 0.00, 0.00, 0.00, 0.00, 0.00, 0.00, 0.00, 0.00, 0.00, 0.00, 0.00, 0.00, 0.00, 0.00, 0.00, 0.00, 0.00, 0.00, 0.00, 0.00, 0.00, 0.00, 0.00, 0.00, 0.00, 0.00, 0.00, 0.00, 0.00, 0.00, 0.00, 0.00, 0.00, 0.00, 0.00, 0.00, 0.00, 0.00, 0.00, 0.00, 0.00, 0.00, 0.00, 0.00, 0.00, 0.00, 0.00, 0.00]}


no.,molecular weight (g/mol)
1,900.727
2,604.854